C3HCuO4 as an isolated structure, computed with ωB97M-V with the def2-TZVPD basis set.

HOMO-LUMO gap (Ha): 0.216
Relative energy (zero: lowest compared OMol25 entry of this formula, charge and spin) (kcal/mol): 0.0
LUMO level (eV): -1.21

Cartesian coordinates (Å):
Cu  -0.39  2.54  -0.14
O  -1.20  -2.42  0.84
O  2.27  -0.73  0.45
O  -1.53  0.90  -0.08
O  1.52  1.45  0.26
C  -1.03  -1.41  0.25
C  -0.91  -0.23  -0.40
C  1.77  0.30  0.24
H  -0.51  -0.39  -1.42